1.
73
Properties=species:S:1:pos:R:3:lowdin_spin:R:1 method="wB97M-V/def2-TZVPD" e_lumo_ev="-0.72 / -0.78" e_homo_ev="-6.07 / -6.98" e_above_lowest_kj_mol=43.73 spin_multiplicity=5
Fe -0.2792 -0.1796 0.0468 2.11
C 9.3529 3.0857 -1.4070 0.00
O 8.1586 3.6551 -0.9114 0.04
C 7.1019 3.7414 -1.7677 0.08
C 5.9418 4.3159 -1.2462 -0.01
C 4.8097 4.4377 -2.0202 0.08
C 4.8078 3.9824 -3.3504 0.03
C 5.9881 3.4397 -3.8704 0.09
C 7.1247 3.3090 -3.0918 -0.01
N 3.7109 4.0133 -4.1928 0.56
N 2.5888 4.4395 -3.6593 0.54
C 1.7657 3.7112 -2.9171 0.04
C 0.7121 4.3928 -2.2554 0.12
C -0.1103 3.7863 -1.3395 -0.01
C 0.0261 2.4229 -1.0113 0.13
O -0.6776 1.8264 -0.1155 0.18
C 1.0053 1.6727 -1.7639 0.04
N 1.0375 0.3377 -1.5050 0.04
C 1.8702 -0.4295 -2.1794 -0.02
C 2.7146 0.0719 -3.1717 0.04
C 2.7021 1.4198 -3.4429 -0.01
C 1.8514 2.2727 -2.7204 0.05
H 10.0601 3.0985 -0.5822 0.00
H 9.7577 3.6695 -2.2382 0.00
H 9.1970 2.0538 -1.7338 0.00
H 5.9570 4.6711 -0.2241 0.00
H 3.9203 4.8977 -1.6118 0.01
H 5.9887 3.1083 -4.9009 0.00
H 8.0142 2.8753 -3.5247 0.00
H 0.6116 5.4496 -2.4666 0.01
H -0.8770 4.3533 -0.8273 0.00
H 1.8489 -1.4886 -1.9475 0.00
H 3.3600 -0.6027 -3.7164 0.00
H 3.3294 1.8304 -4.2204 0.00
N 1.2045 0.2964 1.5475 0.01
C 1.2041 -0.6991 2.5802 0.00
C 2.1051 -0.7423 3.6067 0.00
C 2.0417 -1.7629 4.5786 0.00
C 1.0729 -2.7212 4.5120 0.00
C 0.1276 -2.7055 3.4596 0.00
C -0.9022 -3.6672 3.3317 0.01
C -1.7857 -3.5710 2.3000 0.00
C -1.6377 -2.5261 1.3639 0.02
N -0.6775 -1.6311 1.4302 -0.01
C 0.1995 -1.6947 2.4850 0.01
H 0.7673 1.1641 1.8529 0.00
H 2.1443 0.5220 1.2409 0.00
H 2.8723 0.0193 3.6740 0.00
H 2.7623 -1.7695 5.3849 0.00
H 1.0119 -3.5024 5.2588 0.00
H -0.9749 -4.4647 4.0611 0.00
H -2.5957 -4.2745 2.1737 0.00
H -2.3393 -2.4256 0.5482 0.00
C -1.6998 -2.4768 -2.3261 -0.02
Si -1.8522 -0.7321 -1.5757 -0.09
C -1.8926 0.4307 -3.0666 -0.02
C -3.5991 -0.6601 -0.8161 -0.01
C -4.4961 -1.7307 -0.8236 -0.01
C -5.7497 -1.6390 -0.2292 0.00
C -6.1392 -0.4581 0.3848 0.00
C -5.2675 0.6236 0.4009 0.00
C -4.0161 0.5187 -0.1866 0.00
H -2.5057 -2.6886 -3.0342 0.00
H -1.6975 -3.2776 -1.5824 0.00
H -0.7602 -2.5462 -2.8814 0.00
H -2.7305 0.1714 -3.7190 0.00
H -0.9731 0.3543 -3.6532 0.00
H -2.0101 1.4741 -2.7681 0.00
H -4.2186 -2.6593 -1.3128 0.00
H -6.4247 -2.4863 -0.2532 0.00
H -7.1153 -0.3792 0.8468 0.00
H -5.5656 1.5501 0.8770 0.00
H -3.3376 1.3662 -0.1479 0.00

***

2.
77
Properties=species:S:1:pos:R:3:lowdin_spin:R:1 method="wB97M-V/def2-TZVPD" e_lumo_ev="-2.11 / -1.85" e_homo_ev="-10.78 / -11.00" charge=+1 spin_multiplicity=4
V -0.1186 0.1945 -1.2513 2.82
C -1.5978 2.4659 0.1603 0.01
C -1.7730 3.4982 -0.9421 0.00
C -0.9468 4.7484 -0.6422 0.00
C -1.4249 2.9401 -2.2921 0.01
C -1.6589 3.5046 -3.5447 0.00
C -1.0907 2.6226 -4.4394 0.01
N -0.5540 1.6059 -3.7625 0.01
N -0.7608 1.7866 -2.4314 0.00
B 0.1726 0.3558 -4.2942 0.00
N 1.5615 0.2789 -3.6277 0.01
C 2.7725 0.2025 -4.1813 0.01
C 3.7153 0.1061 -3.1812 0.00
C 2.9819 0.1223 -1.9956 0.01
N 1.6747 0.2231 -2.2759 0.00
C 3.4849 0.0809 -0.5820 0.00
C 2.3546 -0.0651 0.4183 0.01
C 4.3230 1.3184 -0.2637 0.00
N -0.6349 -0.9009 -3.9083 0.01
C -1.1677 -1.8436 -4.6859 0.01
C -1.7846 -2.7836 -3.8856 0.00
C -1.6068 -2.3171 -2.5863 0.01
N -0.8922 -1.1836 -2.6025 0.00
C -2.0802 -2.9369 -1.3120 0.00
C -0.9136 -3.2500 -0.3832 0.00
C -3.1398 -2.0722 -0.6377 0.00
H -1.9118 2.8544 1.1298 0.00
H -0.5321 2.2144 0.2863 0.00
H -2.1788 1.5561 -0.0277 0.00
H -2.8309 3.7830 -0.9788 0.00
H 0.1120 4.4942 -0.5618 0.00
H -1.2618 5.1967 0.2986 0.00
H -1.0511 5.4932 -1.4294 0.00
H -2.1641 4.4261 -3.7629 0.00
H -1.0236 2.6494 -5.5120 0.00
H 0.2895 0.4237 -5.4809 0.00
H 2.8779 0.2304 -5.2512 0.00
H 4.7806 0.0378 -3.2932 0.00
H 4.1283 -0.8026 -0.4944 0.00
H 1.7226 0.8385 0.4426 0.00
H 2.7326 -0.1573 1.4359 0.00
H 1.7399 -0.9566 0.2374 0.00
H 3.7098 2.2197 -0.3205 0.00
H 5.1455 1.4308 -0.9676 0.00
H 4.7395 1.2521 0.7401 0.00
H -1.0609 -1.7861 -5.7542 0.00
H -2.3008 -3.6722 -4.1955 0.00
H -2.5492 -3.8855 -1.5931 0.00
H -0.4034 -2.3351 -0.0546 0.00
H -0.1689 -3.8825 -0.8666 0.00
H -1.2626 -3.7474 0.5201 0.00
H -2.7718 -1.0553 -0.4546 0.00
H -3.4245 -2.4919 0.3262 0.00
H -4.0339 -1.9752 -1.2526 0.00
Te -1.1641 -0.2840 2.1936 0.01
C -0.7615 -2.1703 3.0181 0.00
C -1.7679 -2.8389 3.7035 0.00
C -1.5199 -4.0970 4.2357 0.00
C -0.2726 -4.6810 4.0887 0.00
C 0.7333 -4.0116 3.4072 0.00
C 0.4894 -2.7594 2.8667 0.00
C -0.2499 0.8614 3.7027 0.00
C 1.0985 0.7206 4.0094 0.00
C 1.6580 1.4739 5.0285 0.00
C 0.8791 2.3815 5.7313 0.00
C -0.4623 2.5284 5.4211 0.00
C -1.0323 1.7642 4.4123 0.00
H -2.7403 -2.3812 3.8266 0.00
H -2.3022 -4.6156 4.7715 0.00
H -0.0823 -5.6590 4.5053 0.00
H 1.7068 -4.4681 3.2920 0.00
H 1.2718 -2.2492 2.3207 0.00
H 1.7115 0.0125 3.4715 0.00
H 2.7043 1.3536 5.2743 0.00
H 1.3183 2.9699 6.5232 0.00
H -1.0736 3.2286 5.9731 0.00
H -2.0858 1.8663 4.1881 0.00

***

3.
46
Properties=species:S:1:pos:R:3:nbo_charge:R:1 method="wB97M-V/def2-TZVPD" e_lumo_ev=-3.85 e_homo_ev=-11.29 charge=+1 e_above_lowest_kj_mol=8.61 spin_multiplicity=1
C -4.1250 -1.8847 0.7532 -0.63
C -3.5620 -0.8987 1.7643 -0.08
O -3.4767 0.4118 1.1900 -0.49
C -2.2986 0.9852 1.0341 0.83
O -1.2377 0.4699 1.3205 -0.68
C -2.4431 2.3799 0.4638 -0.50
C -1.2743 2.7274 -0.4559 -0.40
C -1.3280 1.9180 -1.7578 -0.40
C 0.0761 1.6696 -2.3319 -0.49
C 0.8841 0.8563 -1.3551 0.59
O 1.8456 1.3164 -0.7597 -0.60
C 0.4006 -0.4916 -1.0830 -0.03
N -0.4910 -1.1954 -1.8790 -0.58
C -0.8586 -2.3755 -1.2848 0.75
O -1.6266 -3.2084 -1.6765 -0.60
N -0.1277 -2.3995 -0.0970 -0.58
C 0.6158 -1.2609 0.0330 0.20
C 1.3949 -0.9550 1.2719 -0.26
N 2.7798 -0.6167 0.9765 -0.26
C 3.5657 -1.5419 0.4101 0.08
C 4.8602 -1.2505 0.0459 -0.22
C 5.3527 0.0329 0.2659 -0.09
C 4.5238 0.9742 0.8531 -0.23
C 3.2283 0.6221 1.1879 0.17
H -4.2756 -2.8471 1.2330 0.23
H -5.0812 -1.5270 0.3818 0.22
H -3.4521 -2.0185 -0.0902 0.22
H -4.2315 -0.8085 2.6238 0.20
H -2.5658 -1.1972 2.1067 0.19
H -2.4645 3.0685 1.3122 0.25
H -3.3998 2.4535 -0.0524 0.24
H -0.3482 2.5077 0.0778 0.21
H -1.2860 3.7942 -0.6775 0.22
H -1.8163 0.9616 -1.5619 0.20
H -1.9251 2.4470 -2.5011 0.23
H 0.5855 2.6211 -2.4887 0.24
H 0.0044 1.1502 -3.2890 0.22
H -0.8333 -0.9072 -2.7801 0.44
H -0.2575 -3.1151 0.6000 0.43
H 0.9087 -0.1099 1.7693 0.29
H 1.3685 -1.8215 1.9383 0.24
H 3.1379 -2.5209 0.2506 0.24
H 5.4737 -2.0123 -0.4074 0.25
H 6.3623 0.2867 -0.0168 0.25
H 4.8631 1.9803 1.0376 0.26
H 2.5544 1.3299 1.6445 0.25

***

4.
12
Properties=species:S:1:pos:R:3:lowdin_spin:R:1 method="wB97M-V/def2-TZVPD" e_lumo_ev="-9.90 / -12.43" e_homo_ev="-20.47 / -22.04" charge=+2 e_above_lowest_kj_mol=188.51 spin_multiplicity=2
H -1.3120 3.4798 -0.7196 0.00
O -0.7386 2.2979 0.8155 0.00
C -0.9178 3.3939 0.3064 0.00
H -0.6377 4.3017 0.8625 0.00
O -1.0345 0.2052 -0.3020 0.04
Be -1.1977 1.0017 0.5834 0.00
O -1.0332 -0.8927 0.5264 0.23
C -1.3534 -2.0315 -0.0463 0.24
C -1.3455 -3.1514 0.7306 0.45
H -1.5283 -1.9909 -1.1245 0.01
H -1.5086 -4.1198 0.2625 0.02
H -1.0327 -3.1014 1.7736 0.01

***

5.
17
Properties=species:S:1:pos:R:3:nbo_charge:R:1 method="wB97M-V/def2-TZVPD" e_lumo_ev=-3.84 e_homo_ev=-13.92 charge=+1 e_above_lowest_kj_mol=311.80 spin_multiplicity=1
C 1.7210 -1.5069 0.6706 -0.63
C 0.2259 -1.3193 0.2713 -0.45
C -0.1583 0.1140 0.0738 0.13
N 0.6807 1.0374 -0.7487 -0.72
C -1.3871 0.6524 0.3493 -0.01
N -2.0928 1.4451 -0.7123 -0.92
H 2.4766 -1.3324 -0.0752 0.21
H 1.9695 -0.7357 1.4923 0.21
H 1.9650 -2.5674 0.9915 0.25
H -0.3356 -1.8906 1.0458 0.27
H 0.0550 -1.6999 -0.6584 0.23
H 1.0361 0.6865 -1.6850 0.45
H 1.3854 1.4870 -0.1268 0.46
H -0.0432 1.7454 -0.8687 0.47
H -2.0237 0.5157 1.2168 0.23
H -3.0594 1.0174 -1.0070 0.43
H -2.4150 2.3513 -0.2291 0.38

***

6.
8
Properties=species:S:1:pos:R:3:nbo_charge:R:1 method="wB97M-V/def2-TZVPD" e_lumo_ev="-3.85 / -3.80" e_homo_ev="-7.67 / -7.74" e_above_lowest_kj_mol=252.32 spin_multiplicity=1
C -0.9880 0.2449 -0.0110 -0.47
N 0.2004 -0.4845 -0.0120 -0.60
S 0.3810 -2.0845 -0.0170 0.55
I 3.4259 0.6611 0.0247 -0.67
H -1.2309 0.9028 -0.9843 0.27
H -1.8021 -0.3734 -0.1025 0.22
H -1.1400 1.0317 0.8653 0.27
H 1.1538 0.1018 0.2368 0.44

***

7.
46
Properties=species:S:1:pos:R:3:nbo_charge:R:1 method="wB97M-V/def2-TZVPD" e_lumo_ev="-12.74 / -12.74" e_homo_ev="-17.41 / -17.41" charge=+3 spin_multiplicity=1
V 1.5650 -0.7454 0.0997 1.41
O -2.3509 -1.7494 -0.5760 -0.53
C -1.0944 -1.7230 -0.3823 0.85
O -0.4154 -0.6808 -0.1846 -0.57
C -0.3398 -2.9915 -0.3735 0.06
C -0.7706 -4.2858 -0.5482 -0.11
C 0.1930 -5.3035 -0.4808 -0.07
C 1.5274 -4.9967 -0.2424 -0.13
C 1.8665 -3.6624 -0.0753 0.13
N 0.9505 -2.7041 -0.1450 -0.39
C 3.2212 -3.0703 0.1975 0.75
O 4.2528 -3.6165 0.2977 -0.36
O 3.0446 -1.6984 0.3194 -0.55
H -2.7917 -0.8750 -0.5644 0.56
H -1.8157 -4.5039 -0.7294 0.29
H -0.1091 -6.3351 -0.6141 0.29
H 2.2938 -5.7600 -0.1830 0.30
N 8.6677 5.9937 1.3042 -0.13
C 7.7949 5.2625 1.1548 0.19
C 6.7068 4.3481 0.9680 -0.04
C 6.5927 3.2307 1.8019 -0.15
C 5.5363 2.3632 1.6385 -0.18
C 4.6005 2.5765 0.6054 -0.06
C 4.7406 3.6925 -0.2430 -0.18
C 5.7723 4.5826 -0.0458 -0.14
C 3.4974 1.6584 0.4260 0.28
C 3.1967 1.1885 -0.8860 -0.02
C 3.9117 1.3347 -2.0532 -0.03
C 3.2302 0.6513 -3.1051 -0.19
C 2.1294 0.0649 -2.5694 0.01
N 2.0618 0.3612 -1.2037 -0.38
C 2.7542 1.2573 1.5613 -0.02
C 2.7801 1.7509 2.8473 -0.03
C 1.7861 1.0884 3.6260 -0.19
C 1.1311 0.2234 2.8094 0.02
N 1.6652 0.2982 1.5253 -0.38
H 7.3386 3.0512 2.5640 0.27
H 5.4728 1.4767 2.2562 0.24
H 3.9931 3.9025 -0.9971 0.24
H 5.8594 5.4670 -0.6620 0.27
H 4.8421 1.8730 -2.1498 0.28
H 3.5305 0.6114 -4.1409 0.29
H 1.3706 -0.5344 -3.0490 0.26
H 3.4184 2.5486 3.1959 0.28
H 1.5642 1.2694 4.6664 0.29
H 0.2965 -0.4242 3.0296 0.26

***

8.
74
Properties=species:S:1:pos:R:3:lowdin_charge:R:1 method="wB97M-V/def2-TZVPD" e_lumo_ev=-4.63 e_homo_ev=-10.25 charge=+1 e_above_lowest_kj_mol=297.77 spin_multiplicity=1
C -2.2467 -1.1924 2.7880 -0.06
C -1.8252 -0.2835 1.6859 -0.03
O -1.6305 1.1021 2.5147 0.00
C -0.9491 2.1265 2.1011 -0.23
C -1.6583 3.4888 1.9347 -0.26
C -0.8244 4.1252 0.7423 0.01
O 0.3090 1.9448 1.6681 0.03
C 1.1632 1.0016 2.4193 -0.15
C 2.5315 0.9875 1.7927 -0.04
H -2.5125 -2.1756 2.3951 0.10
H -1.4433 -1.3364 3.5152 0.09
H -3.1244 -0.7962 3.3072 0.10
H -0.8757 -0.5420 1.2185 0.12
H -2.6140 -0.0305 0.9794 0.14
H -2.6738 3.3033 1.6211 0.16
H -1.3606 4.9594 0.2978 0.07
H 0.1615 4.4451 1.1185 0.11
H -0.6784 3.3441 -0.0087 0.10
H 1.1705 1.4026 3.4354 0.14
H 0.6646 0.0302 2.3846 0.11
H 3.1451 0.2546 2.3299 0.10
H 2.4994 0.6849 0.7401 0.10
H 3.0243 1.9605 1.8923 0.10
C -6.0918 10.1137 2.2642 -0.01
N -5.3907 8.9891 1.6710 -0.04
C -5.4441 8.7658 0.3264 -0.37
O -6.0731 9.4164 -0.5015 0.09
C -4.5779 7.5203 0.0522 -0.19
C -3.3976 7.8228 -0.8839 -0.09
C -3.8344 8.2453 -2.2686 -0.24
C -3.3547 9.4352 -2.8222 -0.04
C -3.8412 9.8702 -4.0545 -0.07
C -4.7708 9.0924 -4.7556 -0.08
C -5.2054 7.8723 -4.2233 -0.07
C -4.7200 7.4358 -2.9870 -0.05
N -4.1625 7.0962 1.3736 -0.01
C -3.4116 5.9596 1.5202 -0.07
C -2.8864 5.5514 2.7220 -0.02
C -2.0205 4.3631 3.0549 -0.22
C -1.9561 4.0903 4.5520 -0.13
C -1.3822 2.8986 4.9469 -0.02
C -1.1488 2.6059 6.2891 -0.01
C -1.5068 3.5441 7.2578 -0.23
C -1.2817 3.2272 8.6723 -0.15
N -1.1046 2.9456 9.8153 0.15
C -2.0772 4.7632 6.8852 0.00
C -2.2794 5.0401 5.5314 0.00
C -4.6248 8.0150 2.4542 -0.45
C -3.4790 8.7599 3.1523 0.00
C -5.5775 7.3601 3.4658 0.00
H -6.6054 10.6677 1.4698 0.10
H -6.8260 9.7593 2.9983 0.09
H -5.3833 10.7779 2.7758 0.09
H -5.2214 6.7444 -0.4010 0.15
H -2.7883 8.6180 -0.4222 0.13
H -2.7722 6.9156 -0.9457 0.11
H -2.6287 10.0208 -2.2561 0.11
H -3.4988 10.8192 -4.4610 0.10
H -5.1558 9.4321 -5.7184 0.10
H -5.9296 7.2549 -4.7576 0.10
H -5.0414 6.4822 -2.5574 0.11
H -3.2773 5.3985 0.5967 0.12
H -3.2675 6.1080 3.6067 0.06
H -0.9204 4.3491 2.8531 0.15
H -1.1073 2.1474 4.2307 0.08
H -0.6967 1.6545 6.5784 0.13
H -2.3304 5.4862 7.6702 0.13
H -2.6791 6.0187 5.3285 0.10
H -2.9708 9.4141 2.4302 0.10
H -3.8885 9.3799 3.9641 0.09
H -2.7478 8.0661 3.5734 0.07
H -6.5303 7.1290 2.9686 0.10
H -5.1633 6.4365 3.8746 0.07
H -5.7673 8.0603 4.2928 0.09

***

Copy entry 7 word for word.
46
Properties=species:S:1:pos:R:3:nbo_charge:R:1 method="wB97M-V/def2-TZVPD" e_lumo_ev="-12.74 / -12.74" e_homo_ev="-17.41 / -17.41" charge=+3 spin_multiplicity=1
V 1.5650 -0.7454 0.0997 1.41
O -2.3509 -1.7494 -0.5760 -0.53
C -1.0944 -1.7230 -0.3823 0.85
O -0.4154 -0.6808 -0.1846 -0.57
C -0.3398 -2.9915 -0.3735 0.06
C -0.7706 -4.2858 -0.5482 -0.11
C 0.1930 -5.3035 -0.4808 -0.07
C 1.5274 -4.9967 -0.2424 -0.13
C 1.8665 -3.6624 -0.0753 0.13
N 0.9505 -2.7041 -0.1450 -0.39
C 3.2212 -3.0703 0.1975 0.75
O 4.2528 -3.6165 0.2977 -0.36
O 3.0446 -1.6984 0.3194 -0.55
H -2.7917 -0.8750 -0.5644 0.56
H -1.8157 -4.5039 -0.7294 0.29
H -0.1091 -6.3351 -0.6141 0.29
H 2.2938 -5.7600 -0.1830 0.30
N 8.6677 5.9937 1.3042 -0.13
C 7.7949 5.2625 1.1548 0.19
C 6.7068 4.3481 0.9680 -0.04
C 6.5927 3.2307 1.8019 -0.15
C 5.5363 2.3632 1.6385 -0.18
C 4.6005 2.5765 0.6054 -0.06
C 4.7406 3.6925 -0.2430 -0.18
C 5.7723 4.5826 -0.0458 -0.14
C 3.4974 1.6584 0.4260 0.28
C 3.1967 1.1885 -0.8860 -0.02
C 3.9117 1.3347 -2.0532 -0.03
C 3.2302 0.6513 -3.1051 -0.19
C 2.1294 0.0649 -2.5694 0.01
N 2.0618 0.3612 -1.2037 -0.38
C 2.7542 1.2573 1.5613 -0.02
C 2.7801 1.7509 2.8473 -0.03
C 1.7861 1.0884 3.6260 -0.19
C 1.1311 0.2234 2.8094 0.02
N 1.6652 0.2982 1.5253 -0.38
H 7.3386 3.0512 2.5640 0.27
H 5.4728 1.4767 2.2562 0.24
H 3.9931 3.9025 -0.9971 0.24
H 5.8594 5.4670 -0.6620 0.27
H 4.8421 1.8730 -2.1498 0.28
H 3.5305 0.6114 -4.1409 0.29
H 1.3706 -0.5344 -3.0490 0.26
H 3.4184 2.5486 3.1959 0.28
H 1.5642 1.2694 4.6664 0.29
H 0.2965 -0.4242 3.0296 0.26